16
Properties=species:S:1:pos:R:3:forces:R:3:mulliken_charge:R:1 method="wB97M-V/def2-TZVPD" homo_ev=-8.94 orbital_gap_ev=9.6210 spin_multiplicity=1
O -1.3263 1.9760 0.6383 -0.2670 0.1255 -1.5334 -0.591
C -0.3645 1.4715 0.0877 3.0081 -0.5950 4.8321 0.267
C 0.2579 0.1491 0.7382 -3.2282 3.5931 -2.3404 -0.288
C -0.5023 -0.3303 -0.8659 2.6575 -2.4043 0.0939 -1.082
C 0.4042 -1.6137 -1.2086 -1.9848 -0.4976 1.0247 -0.383
O 1.8151 -1.3337 -1.3274 -2.2667 1.4116 0.4684 -0.461
N -0.5072 -0.1056 1.9231 0.5495 0.3606 -0.9918 -0.619
H 0.4797 1.9821 -0.3843 -0.7274 0.4515 -1.3549 0.364
H 1.3314 0.2648 0.8810 0.0580 -0.5916 -0.9197 0.476
H -0.4908 0.1472 -1.8676 0.1069 1.1213 1.0952 0.393
H -1.5237 -0.4871 -0.5423 0.0009 -0.5921 -0.0324 0.466
H 0.0250 -2.0348 -2.1391 0.1447 -0.4277 0.1476 0.357
H 0.1707 -2.1895 -0.3007 0.5163 -0.8297 -0.7088 0.272
H 1.6310 -0.4161 -1.0503 1.9942 -0.0413 -0.2345 0.319
H 0.0651 -0.5250 2.6390 -0.0131 -0.2129 0.0402 0.260
H -0.7610 0.8660 2.1792 -0.5488 -0.8715 0.4139 0.249